Record 1
ORCA calculation (ωB97M-V/def2-TZVPD) on a 4-piece molecular cluster, C38H77F5N2O14P5 overall in a non-equilibrium geometry.

Results
Calculated total energy in hartree: -4862.3128
HOMO in eV: -4.58
Net charge: -1
E_LUMO in eV: -1.3

```
141
C38H77F5N2O14P5 (ωB97M-V/def2-TZVPD)
C -3.2179 2.0215 -1.3808
C -2.7102 1.4333 -0.1211
C -1.1801 0.9369 -0.1481
P -0.5987 -0.4546 1.0574
C -2.1489 -1.3835 0.4794
C -3.4872 -1.4683 1.2925
C -4.3177 -2.8022 0.8470
C -4.6326 -2.8948 -0.7118
C -4.9984 -1.5307 -1.4529
C -4.6565 -1.5471 -3.0496
C -3.1435 -1.9618 -3.3756
C -2.2661 -0.7925 -4.0605
C -1.4537 0.5828 2.4673
C -0.8994 0.6851 3.9194
O 0.2521 0.9564 4.3639
N -1.9020 0.7458 5.0410
C -1.2190 0.6314 6.3682
C -2.9061 -0.3383 5.0143
O 0.8423 0.3216 1.5991
C 1.4974 1.3506 1.0006
C 3.0583 1.5420 1.4488
C 3.3880 0.9294 2.8894
C 4.0923 1.1288 0.2839
C 4.0911 2.2737 -0.8793
C 5.6251 1.0211 0.7621
P 0.6309 -1.1479 -0.6878
N 2.0721 -1.7227 -0.3401
C -0.1510 -1.9495 2.1910
F -1.1532 -2.2609 3.2126
F 1.0142 -1.5292 2.9790
C 0.3001 -3.3633 1.7385
C 1.0731 -4.1746 2.8691
C 1.6614 -5.5715 2.6568
C 1.5289 -6.3356 1.3260
C 0.7265 -5.6278 0.2200
C 0.5274 -6.3613 -1.1840
F 1.7419 -7.0927 -1.4382
F -0.5074 -7.3257 -1.1753
F 0.3316 -5.4763 -2.2675
C 0.1698 -4.2182 0.4798
H -2.9774 3.1443 -1.5065
H -3.7836 1.4331 -2.1732
H -3.4336 1.4463 0.7450
H -1.1229 0.4763 -1.2111
H -0.6246 1.9128 -0.1995
H -2.4222 -1.2018 -0.6344
H -1.8936 -2.5199 0.4054
H -3.4444 -1.5184 2.4262
H -4.2247 -0.6070 1.0546
H -5.2373 -2.8762 1.5335
H -3.6403 -3.6899 1.1538
H -3.7734 -3.4904 -1.1996
H -5.5554 -3.5856 -0.8269
H -4.4883 -0.5939 -1.0537
H -6.1372 -1.3718 -1.3875
H -4.7681 -0.4463 -3.3832
H -5.4390 -2.1504 -3.6221
H -3.1485 -2.8350 -4.1322
H -2.5374 -2.2989 -2.4537
H -2.0774 0.0927 -3.3439
H -1.2207 -1.2569 -4.2400
H -2.6408 -0.4684 -5.0860
H -2.5680 0.5749 2.5099
H -1.2130 1.6710 2.1114
H -1.9978 0.4822 7.2120
H -0.5384 -0.3005 6.4469
H -0.6596 1.5936 6.6712
H -3.6329 -0.2487 4.1202
H -3.5990 -0.1622 5.9284
H -2.5087 -1.4018 5.1607
H 1.5495 1.4801 -0.1510
H 1.0044 2.3593 1.3278
H 3.2249 2.6834 1.5707
H 2.7619 1.5387 3.6453
H 3.2466 -0.1941 2.9862
H 4.4799 1.1395 3.2129
H 3.8465 0.1559 -0.2516
H 3.0616 2.4327 -1.3366
H 4.8951 1.9457 -1.6304
H 4.4634 3.2719 -0.4479
H 5.7006 0.2450 1.6105
H 6.2187 0.5635 -0.1119
H 6.0720 2.0302 1.0609
H -0.2483 -1.9611 -1.4698
H 0.9432 -0.0432 -1.5922
H 2.1930 -1.6876 0.6780
H 1.2338 -3.7354 3.9201
H 2.2332 -6.0896 3.5101
H 1.9932 -7.3683 1.1745
H -0.4171 -3.7549 -0.3718
C 2.4384 7.4671 -0.7000
O 1.1442 7.4529 -1.2871
P 0.7191 6.0974 -2.2548
O 1.3593 5.0926 -1.3100
O 1.7968 6.5796 -3.4078
C 1.5700 7.8416 -4.0301
O 0.1837 4.8261 -3.2818
C -0.4984 5.2069 -4.4730
H 2.6827 8.5035 -0.4548
H 2.4346 6.8839 0.2223
H 3.1962 7.0849 -1.3863
H 2.3019 8.5614 -3.6566
H 0.5630 8.2168 -3.8293
H 1.6980 7.7338 -5.1087
H 0.2243 5.4714 -5.2502
H -1.1664 6.0500 -4.2851
H -1.0899 4.3601 -4.8227
C -6.1784 6.6912 0.7237
O -4.9547 6.0126 0.9614
P -5.0023 4.5863 1.9216
O -6.2805 4.0710 1.2763
O -5.3511 5.4868 3.2604
C -4.3808 6.4440 3.6768
O -4.8890 3.1707 2.8907
C -3.8104 3.1151 3.8244
H -5.9412 7.7210 0.4453
H -6.7092 6.2209 -0.1058
H -6.8087 6.7089 1.6148
H -4.7409 7.4469 3.4353
H -3.4166 6.2817 3.1883
H -4.2465 6.3667 4.7572
H -4.0737 3.6623 4.7343
H -2.9005 3.5333 3.3889
H -3.6281 2.0742 4.0861
C 7.3110 -8.8581 -4.7992
O 6.7903 -7.5459 -4.9515
P 7.2225 -6.3708 -3.7733
O 8.6719 -6.8291 -3.6978
O 6.3079 -7.1482 -2.6438
C 4.9052 -7.2469 -2.8902
O 7.5385 -5.1006 -2.6585
C 6.4274 -4.2909 -2.2745
H 6.6735 -9.5386 -5.3686
H 8.3220 -8.9067 -5.2071
H 7.3089 -9.1732 -3.7542
H 4.6628 -8.2745 -3.1701
H 4.5871 -6.5722 -3.6891
H 4.3653 -6.9919 -1.9772
H 5.8591 -4.7857 -1.4826
H 5.7775 -4.0933 -3.1289
H 6.8025 -3.3417 -1.8909
```

---

Record 2
ORCA calculation (ωB97M-V/def2-TZVPD) on a 12-piece molecular cluster, C38H80F6N10O14 overall in a non-equilibrium geometry.

Results
Energy relative to the best compared isomer or geometry (same formula, charge and spin) in kJ/mol: 0.00
Calculated total energy in hartree: -3696.2455
HOMO in eV: -8.52
Structure (SMILES): CCOC(=O)C(F)(F)F.CCOC(=O)C(F)(F)F.CNC(C)=O.CNC(C)=O.CNC(C)=O.CNC(C)=O.CNC(C)=O.CNC(C)=O.CNC(C)=O.CNC(C)=O.CNC(C)=O.CNC(C)=O
E_LUMO in eV: -0.1

```
148
C38H80F6N10O14 (ωB97M-V/def2-TZVPD)
C 31.7331 -1.3401 -6.3620
C 31.2983 -2.7488 -6.6353
O 31.4899 -3.2573 -7.7476
N 30.8162 -3.4725 -5.6107
C 30.3003 -4.8261 -5.6676
H 30.8847 -0.6884 -6.1326
H 32.2635 -0.8854 -7.1894
H 32.3559 -1.3365 -5.4618
H 31.0036 -3.0152 -4.7298
H 29.7212 -4.9927 -6.5648
H 29.6210 -4.9491 -4.8209
H 31.1363 -5.5000 -5.4725
C 23.2590 -9.6468 -11.1472
C 23.2816 -8.8159 -9.8789
O 22.7096 -7.7434 -9.7820
N 23.9989 -9.3573 -8.8694
C 24.0122 -8.6955 -7.5782
H 22.3028 -9.7388 -11.6536
H 23.7170 -10.6244 -11.0171
H 23.8959 -9.0624 -11.8198
H 24.2886 -10.3139 -8.9327
H 24.5822 -9.2298 -6.8258
H 22.9965 -8.6539 -7.1648
H 24.2427 -7.6365 -7.6887
C 21.6162 -7.6148 -3.0158
C 21.2673 -7.5537 -4.4796
O 22.1327 -7.3729 -5.3323
N 19.9755 -7.5905 -4.8034
C 18.8576 -7.5379 -3.8728
H 21.3812 -6.6305 -2.5948
H 22.6899 -7.7017 -2.8775
H 21.0899 -8.3845 -2.4573
H 19.6983 -7.6423 -5.7694
H 18.7643 -8.4016 -3.2112
H 17.9368 -7.4202 -4.4339
H 18.9587 -6.6971 -3.1835
C 24.3266 -4.6154 -4.7659
C 24.0975 -4.4251 -6.2452
O 24.8131 -3.7054 -6.9464
N 23.1026 -5.1578 -6.7654
C 22.6908 -5.0647 -8.1371
H 24.2275 -3.6448 -4.2712
H 25.3189 -4.9836 -4.5104
H 23.5688 -5.2651 -4.3307
H 22.7451 -5.9295 -6.1983
H 22.4423 -4.0465 -8.4496
H 21.7884 -5.6441 -8.3205
H 23.4326 -5.4365 -8.8472
C 24.6122 -9.0288 -15.0008
C 25.4408 -9.0097 -13.7225
O 25.8319 -10.0149 -13.1471
N 25.6658 -7.7788 -13.2371
C 26.3577 -7.4269 -12.0108
H 24.2174 -10.0113 -15.2318
H 25.3383 -8.6862 -15.7413
H 23.7608 -8.3556 -14.9120
H 25.3068 -6.9935 -13.7551
H 27.0479 -6.5979 -12.1410
H 26.9567 -8.2720 -11.6726
H 25.6252 -7.2498 -11.2233
C 29.1046 -2.7004 -10.0775
C 29.7382 -3.8772 -10.7821
O 29.0989 -4.5342 -11.6064
N 30.9709 -4.2271 -10.3789
C 31.6429 -5.4202 -10.8607
H 28.5533 -3.0417 -9.1989
H 28.3654 -2.1995 -10.6979
H 29.8987 -1.9981 -9.8167
H 31.2208 -3.9743 -9.4274
H 32.6826 -5.3380 -10.5392
H 31.5548 -5.5420 -11.9327
H 31.2980 -6.3105 -10.3242
C 24.6092 -0.8439 -9.2614
C 25.1292 -1.8630 -10.2260
O 25.3969 -1.5155 -11.3769
N 25.2132 -3.1328 -9.7935
C 25.8103 -4.1761 -10.5859
H 24.3252 -1.2472 -8.2850
H 23.6895 -0.3531 -9.5809
H 25.3790 -0.0861 -9.1119
H 25.0943 -3.3546 -8.8089
H 26.7929 -4.4301 -10.2021
H 25.9176 -3.8863 -11.6288
H 25.2403 -5.1029 -10.6852
C 27.7839 -5.8374 1.6933
C 27.3539 -5.3798 0.3181
O 26.5441 -6.0037 -0.3574
N 28.0755 -4.3701 -0.2209
C 27.9264 -3.9692 -1.6168
H 28.2080 -6.8382 1.5913
H 26.8786 -5.9964 2.2791
H 28.5282 -5.2015 2.1631
H 28.8267 -3.9173 0.2645
H 28.3128 -2.9577 -1.7085
H 26.9134 -4.0414 -2.0000
H 28.5238 -4.6693 -2.2128
C 30.7223 -13.4331 -5.9181
C 29.3707 -12.8169 -6.2124
O 28.7776 -13.0137 -7.2585
N 28.8728 -12.0358 -5.2222
C 27.6398 -11.3143 -5.3347
H 30.8346 -13.5879 -4.8436
H 31.5277 -12.7779 -6.2454
H 30.7387 -14.3919 -6.4288
H 29.4358 -11.8593 -4.4119
H 27.5571 -10.3782 -4.7845
H 26.8149 -11.9417 -4.9627
H 27.2862 -11.0984 -6.3417
C 24.7433 -0.0411 -5.4499
C 26.1976 -0.4221 -5.4276
O 27.0671 0.3835 -5.0731
N 26.5658 -1.6289 -5.9081
C 27.8992 -2.1705 -5.7841
H 24.3797 0.1982 -6.4433
H 24.5530 0.8081 -4.7956
H 24.1486 -0.8272 -4.9708
H 25.8304 -2.2961 -6.1907
H 28.5312 -1.8975 -6.6355
H 27.8873 -3.2484 -5.6507
H 28.4002 -1.6742 -4.9483
C 23.8010 -7.5579 -0.6929
C 24.2333 -8.9964 -0.7609
O 23.8020 -9.5146 -2.0261
C 24.0105 -10.7830 -2.3067
O 24.6413 -11.5251 -1.6180
C 23.3050 -11.2180 -3.5916
F 22.9027 -12.4810 -3.5247
F 22.2637 -10.4368 -3.8537
F 24.1561 -11.1641 -4.6324
H 22.7192 -7.4198 -0.6916
H 24.1838 -7.0012 -1.5503
H 24.2178 -7.0384 0.1674
H 23.7885 -9.5915 0.0404
H 25.3139 -9.1088 -0.6565
C 25.8672 -7.7878 -3.8523
C 27.1946 -7.3002 -4.3999
O 27.1330 -6.5797 -5.6315
C 27.0968 -7.2933 -6.7432
O 27.0942 -8.4772 -6.8495
C 27.2927 -6.4220 -7.9913
F 26.3795 -6.6496 -8.9071
F 27.2971 -5.1035 -7.6585
F 28.5153 -6.6349 -8.5204
H 26.0425 -8.2200 -2.8637
H 25.4068 -8.5707 -4.4571
H 25.1268 -7.0123 -3.6584
H 27.9336 -8.0893 -4.5455
H 27.5692 -6.6231 -3.6313
```

---

Record 3
ORCA calculation (ωB97M-V/def2-TZVPD) on a 7-piece molecular cluster, C38H80N2O6S2 overall in a non-equilibrium geometry.

Results
Calculated total energy in hartree: -2852.6033
HOMO in eV: -7.94
Structure (SMILES): Cc1c(CC(C)C)c(CCCS)cc2nsnc12.CCOCC.CCOCC.CCOCC.CCOCC.CCOCC.CCOCC
E_LUMO in eV: -1.3

```
128
C38H80N2O6S2 (ωB97M-V/def2-TZVPD)
C -7.7004 -2.3645 -0.0588
C -6.1129 -1.9689 -0.1686
C -4.9705 -3.0720 -0.6316
C -5.2647 -4.6270 -1.0409
C -5.4603 -5.6702 0.2015
C -4.5343 -5.3938 1.5200
C -7.0669 -5.8634 0.6257
C -3.4087 -2.4750 -0.6927
C -2.0957 -3.3976 -1.1099
C -0.9710 -3.1177 0.0931
C -0.1502 -4.4689 0.5425
S -0.8818 -5.0119 2.2177
C -3.0521 -0.8809 -0.3338
C -4.1880 0.2235 0.0911
N -3.9301 1.6848 0.3886
S -5.5856 2.2174 0.7759
N -6.6050 0.7658 0.6130
C -5.7066 -0.3920 0.1788
H -7.9221 -3.1396 0.8025
H -8.2915 -1.3756 0.2540
H -8.1874 -2.6916 -1.0931
H -4.4001 -5.0127 -1.7289
H -6.2725 -4.6487 -1.6823
H -5.1403 -6.7437 -0.2126
H -3.7824 -4.5028 1.4381
H -3.8655 -6.3656 1.7049
H -5.1938 -5.2940 2.5029
H -7.4247 -6.9730 0.3698
H -7.2282 -5.7542 1.7954
H -7.7833 -5.1603 -0.0012
H -1.6116 -2.9184 -2.0903
H -2.3336 -4.5366 -1.2323
H -0.2358 -2.2552 -0.2773
H -1.4799 -2.7016 1.0888
H 0.9702 -4.2067 0.7616
H -0.2517 -5.3421 -0.2440
H 0.0883 -4.7467 3.2185
H -1.9290 -0.4872 -0.4230
C -3.0057 -1.6986 4.3893
C -1.5960 -1.4086 4.8778
O -0.7805 -0.7588 3.9058
C -1.2349 0.5109 3.4433
C -1.3647 1.5458 4.5483
H -2.9778 -2.3165 3.4829
H -3.5759 -2.2280 5.1597
H -3.5480 -0.7837 4.1425
H -1.1051 -2.3578 5.1153
H -1.6115 -0.8298 5.8063
H -2.1757 0.3979 2.8948
H -0.4953 0.8638 2.7153
H -2.0977 1.2496 5.3024
H -1.6797 2.5078 4.1336
H -0.4058 1.6815 5.0599
C 1.9788 -8.6637 -2.0191
C 1.9319 -7.1563 -2.2074
O 2.1939 -6.4261 -1.0115
C 3.4650 -6.6411 -0.4027
C 4.6350 -6.2813 -1.3030
H 1.2605 -8.9767 -1.2507
H 1.7364 -9.1739 -2.9571
H 2.9657 -9.0043 -1.6994
H 0.9253 -6.8749 -2.5328
H 2.6125 -6.8367 -3.0023
H 3.5429 -7.6735 -0.0466
H 3.4983 -6.0049 0.4893
H 4.6573 -6.8919 -2.2088
H 5.5813 -6.4298 -0.7747
H 4.5688 -5.2339 -1.6162
C 0.2506 5.8523 2.4043
C 1.0642 6.2413 3.6277
O 1.1021 5.2286 4.6301
C 1.6657 3.9766 4.2460
C 3.1112 4.0792 3.7889
H -0.7786 5.6027 2.6919
H 0.2253 6.6766 1.6841
H 0.6673 4.9794 1.8979
H 0.6053 7.1220 4.0883
H 2.0806 6.5350 3.3483
H 1.0422 3.5009 3.4820
H 1.6204 3.3273 5.1279
H 3.2167 4.7113 2.9039
H 3.5036 3.0884 3.5424
H 3.7321 4.5159 4.5784
C 2.1308 -0.9234 -1.5548
C 2.7041 0.4355 -1.9221
O 1.7262 1.4717 -1.9649
C 1.0221 1.7298 -0.7524
C 1.9273 2.1419 0.3964
H 1.3433 -1.2113 -2.2626
H 2.9159 -1.6865 -1.5712
H 1.6870 -0.9226 -0.5573
H 3.1392 0.3729 -2.9247
H 3.5209 0.7139 -1.2494
H 0.4081 0.8647 -0.4813
H 0.3240 2.5485 -0.9619
H 2.6425 1.3576 0.6554
H 1.3337 2.3628 1.2882
H 2.5032 3.0341 0.1285
C 0.3115 9.5345 -2.8377
C -0.1449 8.4966 -1.8255
O -0.0854 8.9541 -0.4767
C -0.8797 10.0943 -0.1581
C -2.3652 9.8819 -0.3966
H 1.3375 9.8570 -2.6201
H 0.2794 9.1203 -3.8508
H -0.3196 10.4252 -2.8212
H 0.5175 7.6275 -1.8916
H -1.1510 8.1347 -2.0579
H -0.5137 10.9724 -0.7001
H -0.7200 10.3016 0.9064
H -2.5860 9.6780 -1.4471
H -2.9290 10.7717 -0.1018
H -2.7279 9.0280 0.1855
C 6.8227 -0.4871 -6.0535
C 5.9144 -0.2924 -4.8505
O 6.6229 -0.1293 -3.6244
C 7.5110 0.9834 -3.5482
C 6.8199 2.3228 -3.7408
H 7.4745 -1.3573 -5.9049
H 6.2285 -0.6424 -6.9600
H 7.4679 0.3774 -6.2215
H 5.2891 -1.1835 -4.7356
H 5.2289 0.5462 -5.0055
H 8.3348 0.8577 -4.2584
H 7.9605 0.9594 -2.5488
H 6.3579 2.4069 -4.7274
H 7.5388 3.1406 -3.6360
H 6.0274 2.4549 -2.9964
```

---

Number 1: orbital gap 3.276 eV. Number 2: orbital gap 8.430 eV. Number 3: orbital gap 6.624 eV.